Record 1
A molecular structure, C19H18F10N2OS2W. Source: the Open Molecules 2025 dataset; level of theory: ωB97M-V/def2-TZVPD.

Geometry as XYZ:
```
53
Properties=species:S:1:pos:R:3:lowdin_charge:R:1
W 0.07013 0.40972 0.47125 1.327
C 3.92445 0.65539 3.31668 -0.068
C 2.52583 0.67921 2.77427 -0.682
S 2.30055 0.58436 1.10739 0.864
C 1.40663 0.83793 3.54986 -0.688
C 1.42072 0.98248 5.04303 -0.070
S -0.08640 0.79265 2.76126 0.820
H 4.66233 0.53058 2.52817 0.083
H 4.03368 -0.17584 4.01445 0.107
H 4.14309 1.58103 3.84908 0.102
H 2.29647 1.54720 5.35868 0.095
H 1.46670 -0.00002 5.51598 0.107
H 0.53496 1.49592 5.40923 0.084
F -4.63623 2.85041 -0.10479 0.142
C -3.34874 2.65624 -0.31994 -0.241
C -2.43840 3.11002 0.61725 0.042
C -1.08875 2.89603 0.36730 -0.074
C -0.66471 2.21630 -0.80404 -0.409
C 0.75154 1.87032 -0.92020 -0.209
C -1.64237 1.77299 -1.73408 -0.009
C -2.97313 2.00893 -1.50494 0.044
H -2.78661 3.64193 1.49167 0.148
H -0.34106 3.32539 1.02635 0.128
H 1.47021 2.59918 -0.56750 0.080
H 1.04277 1.37870 -1.84876 0.101
H -1.31504 1.27210 -2.63809 0.142
H -3.73896 1.72320 -2.21360 0.146
C -4.78806 -2.15784 -0.33182 0.046
N -3.84472 -1.27060 0.35980 -0.078
C -4.02308 -0.70477 1.60139 0.003
C -2.89134 -0.02047 1.88456 -0.129
N -2.00902 -0.15511 0.81860 -0.119
C -2.64536 -0.91867 -0.07919 -0.142
H -5.76284 -1.67874 -0.36307 0.109
H -4.83798 -3.10340 0.20221 0.113
H -4.42566 -2.32072 -1.34295 0.104
H -4.93013 -0.84403 2.16248 0.148
H -2.66296 0.55224 2.76376 0.079
H -2.24952 -1.24446 -1.02813 0.136
F 1.52992 -4.34570 0.51827 0.232
C 1.30440 -3.05528 0.67234 -0.572
F 0.24802 -2.86815 1.47333 0.167
F 2.35122 -2.49067 1.27382 0.168
C 1.01446 -2.38455 -0.69975 -0.156
O 0.38224 -1.15112 -0.46245 -0.267
C 2.31426 -2.15870 -1.56072 -0.547
F 3.31311 -2.88990 -1.09764 0.220
F 2.64421 -0.86268 -1.49626 0.135
F 2.10784 -2.47054 -2.82976 0.213
C -0.03762 -3.21399 -1.50451 -0.569
F 0.46079 -4.33770 -1.96479 0.235
F -0.49263 -2.47263 -2.51698 0.181
F -1.08832 -3.48986 -0.71642 0.175
```

Properties
- HOMO energy: -14.79 eV
- Lowest unoccupied orbital energy: -8.4 eV
- Energy relative to the best compared isomer or geometry (same formula, charge and spin): 0.0 kcal/mol
- Total charge: +2

Record 2
A single C19H18N2O molecule. Source: the Open Molecules 2025 dataset; level of theory: ωB97M-V/def2-TZVPD.

Geometry as XYZ:
```
40
Properties=species:S:1:pos:R:3:lowdin_charge:R:1
C -4.88943 -2.46778 1.29137 0.003
C -4.32207 -2.10900 0.15331 -0.179
C -4.62382 -0.83950 -0.58941 -0.151
C -3.37088 -0.02703 -0.82356 -0.170
C -2.89106 0.18741 -2.10779 -0.043
C -1.75029 0.93583 -2.32495 -0.079
C -1.07121 1.48297 -1.25063 -0.033
C -1.51837 1.27946 0.04311 -0.144
C -2.67052 0.51598 0.25528 -0.222
O -3.07279 0.33969 1.54650 0.068
H -3.79863 -0.29771 1.57156 0.071
C -0.80852 1.84587 1.25365 -0.143
N 0.53622 2.30194 1.01950 0.009
C 1.54259 1.45722 0.62709 -0.257
C 1.45860 0.07919 0.66290 0.043
C 2.57631 -0.69232 0.29905 -0.155
C 2.57311 -2.10244 0.31027 -0.042
C 3.68878 -2.80216 -0.05564 -0.091
C 4.85689 -2.13054 -0.45039 -0.092
C 4.89396 -0.76365 -0.47643 -0.022
C 3.76036 -0.01643 -0.10451 -0.243
N 3.82311 1.33207 -0.14499 0.112
C 2.77828 2.01733 0.20081 -0.084
H 2.87901 3.09675 0.15007 0.112
H 5.77939 -0.22526 -0.77695 0.109
H 5.72653 -2.70522 -0.73406 0.098
H 3.67971 -3.88278 -0.04323 0.100
H 1.67196 -2.61680 0.61503 0.109
H 0.54909 -0.42287 0.95681 0.117
H 0.63390 3.25769 0.71369 0.132
H -0.79554 1.08020 2.03706 0.125
H -1.38812 2.68736 1.64563 0.138
H -0.17872 2.06499 -1.42476 0.112
H -1.38951 1.09477 -3.32939 0.101
H -3.42413 -0.23612 -2.94673 0.110
H -5.05525 -1.09548 -1.56035 0.119
H -5.36570 -0.24861 -0.04165 0.126
H -3.57465 -2.73966 -0.30994 0.114
H -4.64281 -3.39177 1.78529 0.057
H -5.64485 -1.86334 1.77074 0.066
```

Properties
- HOMO energy: -7.70 eV
- SMILES string: C=CCc1cccc(CNc2cnc3ccccc3c2)c1O
- Lowest unoccupied orbital energy: 0.7 eV
- Energy relative to the best compared isomer or geometry (same formula, charge and spin): 0.0 kcal/mol

Record 3
A single C19H18N6OS2 molecule. Source: the Open Molecules 2025 dataset; level of theory: ωB97M-V/def2-TZVPD.

Geometry as XYZ:
```
46
Properties=species:S:1:pos:R:3:lowdin_charge:R:1
C -2.39292 4.53518 2.36924 -0.111
H -3.35927 4.73343 2.82575 0.070
H -1.85530 5.47184 2.25541 0.074
H -1.81386 3.89332 3.02634 0.070
C -2.58169 3.86929 1.01181 -0.259
C -1.28567 3.58130 0.34809 -0.598
N -0.13210 3.76376 0.87722 -0.010
N 0.89298 3.43816 0.09255 -0.002
C 0.52058 2.99253 -1.06074 -0.606
N 1.39716 2.59155 -2.03098 0.095
C 0.96726 1.85254 -3.11066 -0.598
O -0.20585 1.74093 -3.37656 -0.012
C 2.08248 1.35267 -4.00649 -0.352
H 2.09834 1.92789 -4.93262 0.091
H 3.05492 1.39131 -3.51811 0.081
S 1.74774 -0.36546 -4.51347 0.993
C 1.28943 -1.00538 -2.95093 -0.581
N 1.35092 -0.14997 -1.94420 0.044
C 0.97864 -0.53977 -0.73947 -0.047
C 0.52971 -1.82882 -0.46681 -0.116
C 0.48895 -2.73521 -1.53973 0.012
C 0.87073 -2.32828 -2.79614 -0.057
H 0.84635 -2.98964 -3.64670 0.108
H 0.14891 -3.74020 -1.34659 0.116
C 0.12562 -2.26438 0.85025 -0.282
N -0.19743 -3.50025 1.13645 0.172
C -0.50407 -3.51344 2.46573 -0.232
C -0.90606 -4.55768 3.29520 -0.008
C -1.14498 -4.26644 4.61785 -0.059
C -0.99952 -2.97309 5.14698 -0.286
C -0.60214 -1.92807 4.33331 0.016
C -0.35716 -2.21006 2.99898 -0.185
N 0.04621 -1.43579 1.94516 0.171
H 0.23216 -0.44792 1.97280 0.154
H -0.48488 -0.92761 4.72391 0.114
C -1.27707 -2.74766 6.60272 -0.058
H -2.29446 -3.05086 6.84643 0.081
H -1.15291 -1.70079 6.86738 0.072
H -0.59888 -3.34312 7.21305 0.082
H -1.45703 -5.05619 5.28605 0.109
H -1.02141 -5.55493 2.90268 0.110
H 1.05943 0.22419 0.02390 0.115
H 2.37210 2.61095 -1.76905 0.153
S -1.20818 2.92498 -1.29164 1.138
H -3.17258 4.51192 0.35336 0.109
H -3.13339 2.93081 1.12363 0.111
```

Properties
- HOMO energy: -7.95 eV
- SMILES string: CCc1nnc(NC(=O)CSc2ccc(-c3nc4ccc(C)cc4[nH]3)cn2)s1
- Lowest unoccupied orbital energy: 0.1 eV

Record 4
A molecular structure, C19H19BrIIrN5O5S. Source: the Open Molecules 2025 dataset; level of theory: ωB97M-V/def2-TZVPD.

Geometry as XYZ:
```
52
Properties=species:S:1:pos:R:3:lowdin_charge:R:1
Ir -0.30822 0.09398 -0.24287 0.875
C 2.21939 -5.66813 0.50258 0.010
C 2.60000 -4.27459 0.18156 -0.309
N 3.72695 -3.88179 -0.31140 0.149
N 3.59609 -2.52788 -0.42730 0.041
C 2.41092 -2.07168 -0.03261 -0.647
S 1.97109 -0.42119 -0.10428 0.704
N 1.76359 -3.18540 0.38653 -0.076
N 0.50270 -3.16131 0.94639 0.115
H 3.05902 -6.31958 0.27776 0.095
H 1.35933 -5.98226 -0.08992 0.093
H 1.96289 -5.76846 1.55752 0.091
H 4.35367 -1.98075 -0.80279 0.166
H -0.15255 -3.73854 0.43795 0.114
H 0.53963 -3.40543 1.92764 0.114
Br 0.63896 8.15824 0.99643 0.755
C 1.29560 6.51417 0.33117 -0.677
C 2.49676 6.48913 -0.36090 -0.115
C 2.97256 5.28088 -0.84939 -0.061
C 2.25226 4.11285 -0.65437 -0.018
C 1.05203 4.15321 0.04562 -0.132
C 0.57033 5.35735 0.54628 -0.063
C 0.25092 2.91651 0.30298 -0.575
O -0.65562 2.89571 1.12189 -0.042
O 0.60040 1.89531 -0.44340 -0.312
H 3.05171 7.40413 -0.51428 0.105
H 3.91118 5.25711 -1.38668 0.110
H 2.61306 3.17010 -1.04005 0.111
H -0.35780 5.37252 1.09931 0.112
N -4.04379 1.88998 0.24061 0.244
C -2.99878 1.09282 0.37497 -0.565
O -2.13292 1.04915 -0.52100 -0.117
C -2.93406 0.22045 1.59804 -0.396
I -0.90210 0.06642 2.22381 1.338
H -4.12730 2.44429 -0.59842 0.148
H -4.77837 1.92999 0.92515 0.134
H -3.20471 -0.79381 1.30373 0.072
H -3.53064 0.58162 2.42943 0.075
O -3.25394 -2.33842 -1.32035 0.097
C -2.14061 -1.86432 -1.34239 -0.588
O -1.46998 -1.58420 -0.24700 -0.323
C -1.40854 -1.65370 -2.64422 -0.131
C -0.46593 -0.65853 -2.86118 -0.079
C 0.22277 -0.54039 -4.05697 -0.051
C -0.04427 -1.44273 -5.07625 -0.060
C -0.99584 -2.43542 -4.88920 -0.050
C -1.67869 -2.53364 -3.68698 -0.004
H -0.23142 0.17635 -2.16547 0.048
H 0.93980 0.25715 -4.19564 0.120
H 0.48220 -1.36100 -6.01754 0.113
H -1.21122 -3.13360 -5.68691 0.114
H -2.43550 -3.29116 -3.53356 0.126
```

Properties
- HOMO energy: -10.86 eV
- Lowest unoccupied orbital energy: -4.3 eV
- Energy relative to the best compared isomer or geometry (same formula, charge and spin): 53.7 kcal/mol
- Total charge: +1

Record 5
A molecular structure, C19H19BrN4O2Os. Source: the Open Molecules 2025 dataset; level of theory: ωB97M-V/def2-TZVPD.

Geometry as XYZ:
```
46
Properties=species:S:1:pos:R:3:lowdin_charge:R:1
N 0.93838 -0.06829 -2.00619 0.062
C 1.35358 -0.51355 -3.00087 -0.162
C 1.97962 -0.91458 -4.22087 0.019
H 3.07066 -0.87891 -4.11283 0.128
H 1.66998 -0.25213 -5.03714 0.130
H 1.67876 -1.93966 -4.46111 0.120
N -1.89715 1.02696 -0.07872 -0.065
C -3.01279 1.37437 -0.05042 -0.058
C -4.43910 1.31514 0.12009 0.050
H -4.92748 1.81595 -0.72829 0.132
H -4.71758 1.83508 1.04926 0.134
H -4.75740 0.26057 0.16852 0.141
N 1.36140 0.84478 1.49759 0.057
C 1.93918 0.93718 2.50296 -0.170
C 2.80127 1.14508 3.62610 0.015
H 2.38666 0.63233 4.50014 0.118
H 2.88451 2.21552 3.84775 0.129
H 3.79714 0.73634 3.41548 0.123
Os -0.26850 0.01556 0.02320 1.380
C -0.90600 -0.63508 1.65770 -0.288
O -1.32842 -1.09770 2.64378 0.201
C -1.19587 -1.31245 -0.91328 -0.285
O -1.80845 -2.15817 -1.44137 0.206
C 0.21105 2.54402 -2.14885 0.002
C 1.47198 2.52480 -1.54529 -0.036
C 1.60778 2.87546 -0.21230 -0.059
C 0.48437 3.24814 0.53220 0.007
C -0.76198 3.25607 -0.06239 -0.027
C -0.89946 2.90253 -1.41064 -0.051
H 0.09878 2.30469 -3.21044 0.155
H 2.35995 2.26866 -2.12938 0.145
H 2.60243 2.89468 0.24074 0.141
H 0.58742 3.56203 1.57512 0.155
H -1.63020 3.56504 0.52338 0.148
H -1.87684 2.92930 -1.89696 0.145
Br 3.25793 -3.51392 3.59970 1.226
C 2.56662 -3.23156 1.83813 -0.509
C 2.87551 -4.11296 0.81071 0.009
C 2.34451 -3.83689 -0.44789 0.068
C 1.52470 -2.72181 -0.61870 -0.041
N 1.24539 -1.85405 0.36565 0.005
C 1.73629 -2.12231 1.59546 -0.101
H 3.49969 -4.97128 1.00478 0.149
H 2.54026 -4.46884 -1.30703 0.155
H 1.09052 -2.51818 -1.59624 0.108
H 1.50348 -1.44793 2.41479 0.091
```

Properties
- HOMO energy (spin up / spin down): -18.23 / -21.78 eV
- 2S+1: 5
- Lowest unoccupied orbital energy (spin up / spin down): -12.9 / -17.0 eV
- Total charge: +4

Per-record strongest force on any atom, eV Å⁻¹: 0.53; 0.81; 1.71; 0.60; 7.74